1.
Molecular formula: C4H9N4O
Method: DFT, ωB97M-V with the def2-TZVPD basis set

Last column: natural (NBO) charge in e.
Cartesian coordinates (Å):
1 C 0.126678 -0.609693 0.024233  0.70
2 C -1.603009 0.679076 1.822784  0.51
3 C 1.782703 0.366302 -1.261270  -0.23
4 C 0.493681 0.561129 -1.997202  -0.23
5 N 1.398941 -0.394199 0.007125  -0.55
6 N -0.460741 -0.159389 -1.048776  -0.55
7 N -1.804259 -0.620114 1.730472  -0.46
8 N -0.609396 -1.440111 1.099297  -0.41
9 O -0.647381 1.244101 1.318155  -0.61
10 H -2.391409 1.220954 2.488108  0.17
11 H 2.573368 -0.195425 -1.692058  0.23
12 H 2.342627 1.269272 -0.825998  0.24
13 H 0.117549 1.596216 -2.162577  0.25
14 H 0.526284 0.070588 -2.955429  0.24
15 H 2.103820 -0.469875 0.716850  0.44
16 H -1.441867 -0.422065 -1.122797  0.44
17 H -2.554324 -1.204051 2.027961  0.44
18 H 0.046735 -1.492717 1.831123  0.37

Cartesian forces (eV/Å) of the 6 atoms listed first:
-2.0 -1.3 2.5
-0.7 2.7 1.4
1.8 1.3 3.6
-1.9 0.0 0.4
1.5 0.4 -1.2
-0.8 -0.5 -0.6

Computed properties:
* HOMO energy: -0.5227 Ha
* energy relative to the best compared isomer or geometry (same formula, charge and spin): 172.39 kJ/mol
* E_tot: -451.7901 Eh
* molecular weight: 129.143 u
* net charge: +1

2.
Molecular formula: C31H78CuN5O11
Method: DFT, ωB97M-V with the def2-TZVPD basis set

Last column: Mulliken spin population.
Cartesian coordinates (Å):
1 Cu -0.667685 -1.034380 2.086676  0.26
2 C 0.716325 0.013945 -0.563274  -0.01
3 O -0.554156 0.128663 0.073323  0.02
4 H 0.935004 -0.837421 -1.207836  -0.01
5 H 0.978925 0.832682 -1.233208  0.02
6 H 1.517377 -0.121600 0.163385  0.03
7 C 1.070883 1.574169 3.197066  0.02
8 O 0.047326 0.698646 3.716149  -0.43
9 C -1.026626 1.327619 4.474335  0.44
10 C -2.105214 0.306835 4.831570  0.67
11 N -2.724328 -0.470944 3.711134  -1.21
12 C -3.332364 0.484804 2.803442  0.08
13 C -4.386882 -0.252462 1.969857  0.19
14 O -5.303126 -0.934731 2.813961  -0.23
15 C -6.719938 -0.658159 2.537616  0.33
16 H 1.808113 0.901730 2.758421  0.10
17 H 1.512498 2.053352 4.070831  0.00
18 H 0.881382 2.244800 2.358941  -0.08
19 H -1.359142 2.165192 3.861143  0.13
20 H -0.670643 1.713560 5.429553  -0.43
21 H -2.832877 0.795797 5.479277  -0.06
22 H -1.678632 -0.405878 5.537384  0.17
23 H -3.437548 -1.059995 4.116640  0.47
24 H -2.529300 0.938528 2.222655  -0.03
25 H -3.780773 1.359779 3.274039  -0.14
26 H -3.984314 -1.037271 1.329449  0.04
27 H -4.772843 0.382540 1.172423  0.00
28 H -6.989774 0.346730 2.862395  -0.06
29 H -7.375393 -1.354137 3.061159  -0.08
30 H -6.839719 -0.790204 1.462293  0.06
31 C 1.102307 -2.148738 4.678041  2.69
32 O 1.083839 -2.127395 3.252014  -1.71
33 C 1.356979 -3.393769 2.649686  0.79
34 C 0.566857 -3.679668 1.334020  -0.23
35 N -0.862356 -3.426318 1.550571  -0.27
36 C -1.548036 -3.728782 0.302076  0.27
37 C -3.036695 -4.000491 0.587398  -0.23
38 O -3.116633 -5.403628 0.843697  -0.21
39 C -4.396617 -5.749828 1.273965  0.37
40 H 0.327538 -2.825812 5.037765  -0.21
41 H 0.988198 -1.119977 5.019723  0.01
42 H 2.053181 -2.505210 5.074098  -0.14
43 H 1.149898 -4.198605 3.354990  -0.27
44 H 2.422472 -3.417436 2.421064  -0.12
45 H 0.700247 -4.733841 1.091062  0.01
46 H 0.880491 -3.046724 0.503893  0.01
47 H -1.353856 -4.077051 2.146448  0.05
48 H -1.081715 -4.480553 -0.334696  0.05
49 H -1.419039 -2.859381 -0.342588  -0.02
50 H -3.651722 -3.764671 -0.281063  -0.04
51 H -3.426966 -3.470826 1.456447  0.02
52 H -4.640322 -5.562790 2.319780  -0.10
53 H -4.488464 -6.825124 1.121021  0.00
54 H -5.246219 -5.241610 0.817905  0.03
55 C -2.300684 4.619645 -3.270628  0.01
56 O -2.698307 3.252754 -3.448706  0.00
57 C -2.852927 2.513622 -2.224220  0.00
58 C -3.240186 1.088160 -2.548323  0.00
59 N -3.278035 0.284341 -1.335693  -0.01
60 C -3.651007 -1.079929 -1.672091  -0.01
61 C -5.150247 -1.402772 -1.622536  0.03
62 O -5.267701 -2.777224 -2.079171  -0.05
63 C -6.583543 -3.257450 -1.880019  0.09
64 H -3.081420 5.253243 -2.849774  0.00
65 H -1.956635 5.155416 -4.155322  0.00
66 H -1.407194 4.646345 -2.646880  0.00
67 H -3.651182 2.949584 -1.623540  0.01
68 H -1.948381 2.581265 -1.619797  0.00
69 H -2.465793 0.695449 -3.207256  0.00
70 H -4.210087 0.941134 -3.023486  0.01
71 H -2.348462 0.320726 -0.942389  0.00
72 H -3.209184 -1.606268 -0.826005  0.00
73 H -3.246863 -1.532139 -2.577777  0.00
74 H -5.687215 -0.716109 -2.276954  0.01
75 H -5.554875 -1.302303 -0.615414  0.00
76 H -6.698631 -3.415124 -0.807650  0.00
77 H -6.676225 -4.227806 -2.367794  0.00
78 H -7.419560 -2.605491 -2.133270  -0.02
79 C 5.179558 -0.010287 1.808755  0.16
80 O 5.286461 -1.200718 1.016008  -0.06
81 C 3.972669 -1.500103 0.477977  -0.18
82 C 4.005265 -2.775326 -0.389025  0.01
83 N 4.225410 -4.100407 0.225515  -0.13
84 C 4.390486 -5.259583 -0.631513  0.04
85 C 5.814946 -5.339734 -1.181312  -0.01
86 O 6.711439 -5.479390 -0.051242  -0.02
87 C 6.924390 -6.797788 0.512186  0.06
88 H 6.148170 0.074550 2.301377  -0.04
89 H 4.559648 -0.118744 2.698730  -0.02
90 H 4.904429 0.915372 1.303226  0.01
91 H 3.747246 -0.726864 -0.256454  0.01
92 H 3.238473 -1.681688 1.262881  0.10
93 H 4.773526 -2.614153 -1.145268  0.01
94 H 3.079235 -2.904210 -0.949344  0.00
95 H 5.051040 -3.998987 0.798373  0.02
96 H 3.738410 -5.311914 -1.503378  0.01
97 H 4.178134 -6.096181 0.034150  0.01
98 H 5.896774 -4.428284 -1.773489  0.00
99 H 5.851703 -6.167970 -1.888964  0.00
100 H 7.479883 -7.561098 -0.032685  -0.01
101 H 6.000118 -7.271932 0.842328  -0.01
102 H 7.569949 -6.752731 1.389299  -0.01
103 C 1.514323 3.074211 -3.022838  0.00
104 O 2.386896 3.811091 -3.836620  -0.01
105 C 1.701566 4.624171 -4.803345  0.00
106 C 1.284000 5.971634 -4.216367  -0.01
107 N 2.390972 6.896867 -4.011863  0.00
108 C 1.954568 7.959150 -3.155259  0.00
109 C 3.139825 8.953286 -2.907944  0.00
110 O 4.179826 8.413967 -2.100621  0.00
111 C 5.307072 9.336469 -1.714574  0.00
112 H 0.815799 2.529094 -3.657666  0.00
113 H 0.963491 3.724620 -2.343396  0.00
114 H 2.043369 2.306576 -2.458088  0.00
115 H 0.784216 4.083711 -5.036735  0.00
116 H 2.254936 4.755826 -5.733159  0.00
117 H 0.852107 5.884089 -3.219424  0.00
118 H 0.471686 6.425351 -4.784165  0.00
119 H 3.176853 6.566991 -3.469948  0.00
120 H 1.628983 7.491608 -2.226020  0.00
121 H 1.122257 8.516743 -3.584744  0.00
122 H 2.748601 9.871152 -2.469112  0.00
123 H 3.625237 9.080393 -3.875577  0.00
124 H 6.183016 8.892594 -1.241481  0.00
125 H 4.938634 10.042103 -0.969976  0.00
126 H 5.628826 9.993443 -2.522626  0.00

Cartesian forces (eV/Å) of the 6 atoms listed first:
-0.2 0.2 -0.6
-0.9 -0.1 1.1
0.9 -0.8 -0.1
-0.8 -0.9 -0.4
-0.1 0.7 0.1
0.4 0.5 0.4

Computed properties:
* HOMO energy (spin up / spin down): 0.0298 / -0.1841 Ha
* E_tot: -3969.4093 Eh
* spin multiplicity: 2
* molecular weight: 760.535 u
* <S²>: 0.751
* net charge: -1

3.
Molecular formula: CH10N3O2
Method: DFT, ωB97M-V with the def2-TZVPD basis set

Last column: natural (NBO) charge in e.
Cartesian coordinates (Å):
1 N -1.900096 0.045580 0.505885  -0.79
2 C -1.527795 0.858086 -0.508750  0.69
3 N -0.217648 1.264957 -0.585672  -0.78
4 N -2.452967 1.095987 -1.420916  -0.75
5 H -1.021283 -0.529489 0.727922  0.42
6 H -2.621881 -0.668257 0.487951  0.42
7 H 0.082119 2.047670 -1.188680  0.43
8 H 0.428386 0.964350 0.169419  0.46
9 H -3.362390 0.918979 -1.208513  0.42
10 H -2.068037 1.408863 -2.359179  0.44
11 H 0.801061 -0.957804 1.731445  0.49
12 H 1.018818 0.233436 2.702541  0.52
13 O 0.743407 -0.033591 1.753489  -0.98
14 H 3.739794 -2.871135 -0.688402  0.48
15 H 4.593970 -1.806541 0.185016  0.49
16 O 3.764543 -1.971088 -0.303556  -0.97

Cartesian forces (eV/Å) of the 6 atoms listed first:
3.4 -2.0 1.2
1.0 -0.8 0.0
-1.6 0.0 0.0
4.8 2.1 -2.8
-1.7 1.6 0.6
-0.5 0.8 -0.9

Computed properties:
* HOMO energy: -0.5160 Ha
* energy relative to the best compared isomer or geometry (same formula, charge and spin): 153.74 kJ/mol
* E_tot: -358.6228 Eh
* molecular weight: 96.110 u
* net charge: +1

Question: molecular weight of number 1 (C4H9N4O)?
Answer: 129.143 u

Question: Look up the net charge of the third one.
Answer: +1

Question: Among the records above, which one has the lowest molecular weight?
Answer: CH10N3O2